Model i:
Below is a cluster of 4 separate species, H6IO3 in total, with properties calculated with wB97M-V/def2-TZVPD.

Summary:
- Charge: -1
- LUMO level: 3.51 eV
- HOMO-LUMO gap: 7.74 eV
- HOMO energy: -0.15544 hartree
- Spin multiplicity: 1

The geometry in XYZ format:
```
10
Properties=species:S:1:pos:R:3:lowdin_charge:R:1
I 1.72 0.56 0.02 -0.281
O 2.06 -1.70 -2.59 -0.151
H 2.13 -2.49 -2.04 0.006
H 1.95 -0.98 -1.96 -0.206
O -2.07 1.31 -0.40 -0.101
H -1.13 1.17 -0.30 -0.098
H -2.20 2.23 -0.17 0.017
O -0.62 -0.16 2.79 -0.116
H -0.43 -0.30 1.86 -0.082
H -1.40 0.38 2.80 0.013
```


Model ii:
Below is a cluster of 4 separate species, H6IO3 in total, with properties calculated with wB97M-V/def2-TZVPD.

Summary:
- Charge: -1
- LUMO level: 3.58 eV
- HOMO-LUMO gap: 7.91 eV
- HOMO energy: -0.15934 hartree
- Spin multiplicity: 1

The geometry in XYZ format:
```
10
Properties=species:S:1:pos:R:3:lowdin_charge:R:1
I -0.08 -0.70 -0.16 -0.280
O -0.44 -3.71 2.06 -0.136
H -0.25 -3.02 1.40 -0.122
H -1.25 -3.41 2.48 0.013
O 2.40 1.82 -0.87 -0.148
H 1.70 1.19 -0.59 -0.149
H 3.22 1.36 -0.68 0.009
O -1.64 2.44 -1.46 -0.127
H -2.53 2.09 -1.37 0.014
H -1.12 1.94 -0.80 -0.076
```


The energy of each structure relative to the most stable one, in kJ/mol, is as follows: model i 8.2; model ii 0.0.


Model i:
Below is a structure of composition C29H33AsBrMnN5O8S, with properties calculated with wB97M-V/def2-TZVPD.

Summary:
- LUMO level (spin up / spin down): -1.11 / -1.07 eV
- HOMO-LUMO gap (spin up / spin down): 7.35 / 6.75 eV
- ⟨S²⟩: 1.227
- HOMO energy (spin up / spin down): -0.31077 / -0.28727 hartree
- Spin multiplicity: 2

The geometry in XYZ format:
```
79
Properties=species:S:1:pos:R:3:mulliken_spin:R:1
Mn -0.41 0.26 -0.67 1.025
O 3.61 -2.02 -0.44 -0.001
As 1.87 -2.04 -0.81 0.004
O 1.14 -3.16 0.13 0.001
O 1.41 -0.46 -0.45 -0.005
C 2.11 -2.24 -2.73 0.001
C 3.30 -2.80 -3.17 0.000
C 3.58 -2.91 -4.52 -0.001
C 2.68 -2.45 -5.46 0.000
C 1.47 -1.90 -5.04 -0.001
C 1.19 -1.80 -3.69 0.002
S -0.38 -1.16 -3.19 -0.011
O -0.64 -1.91 -1.96 0.012
O -1.32 -1.36 -4.26 0.004
O -0.18 0.26 -2.81 -0.005
H 3.71 -2.16 0.50 0.000
H 4.03 -3.13 -2.44 0.000
H 4.52 -3.35 -4.84 0.000
H 2.89 -2.54 -6.52 0.000
H 0.73 -1.57 -5.76 0.000
C 1.82 -1.28 4.30 -0.002
C 0.91 -0.22 3.77 0.003
C 0.28 0.70 4.60 0.002
C -0.59 1.63 4.05 0.003
C -0.77 1.60 2.68 0.000
Br -2.06 2.81 1.96 -0.002
N -0.18 0.77 1.86 -0.004
C 0.66 -0.13 2.41 -0.004
H 2.59 -0.86 4.95 0.000
H 2.31 -1.81 3.48 -0.001
H 1.26 -2.02 4.88 0.000
H 0.45 0.68 5.67 0.000
H -1.11 2.35 4.66 0.000
H 1.13 -0.80 1.71 -0.004
O 6.23 4.10 -0.14 0.000
C 5.10 4.84 -0.06 -0.001
O 5.17 6.00 0.21 0.000
C 3.80 4.12 -0.28 0.000
C 3.70 2.86 -0.86 -0.002
C 2.47 2.25 -1.02 0.002
C 1.33 2.92 -0.62 0.001
C 1.41 4.18 -0.02 0.000
C 2.65 4.78 0.14 0.003
N 0.06 2.29 -0.80 0.005
C -0.91 3.03 -1.18 -0.025
C -2.22 2.40 -1.37 0.022
C -3.33 3.09 -1.82 0.000
C -4.51 2.39 -2.01 -0.005
C -4.53 1.03 -1.77 0.001
C -3.37 0.40 -1.32 0.002
N -2.24 1.07 -1.10 -0.024
H 6.02 3.17 -0.27 0.000
H 4.58 2.32 -1.22 0.000
H 2.38 1.26 -1.45 0.005
H 0.52 4.67 0.35 -0.002
H 2.74 5.75 0.60 0.000
H -0.82 4.08 -1.40 -0.003
H -3.26 4.15 -2.02 0.000
H -5.40 2.89 -2.37 -0.001
H -5.41 0.43 -1.93 0.000
H -3.34 -0.66 -1.13 -0.004
C -3.96 -2.90 0.91 -0.001
C -2.96 -2.47 1.99 0.000
C -1.97 -3.59 2.29 0.001
C -3.71 -2.07 3.25 0.000
N -2.18 -1.27 1.60 -0.005
N -1.37 -1.44 0.44 0.002
H -4.48 -3.81 1.21 0.000
H -3.47 -3.13 -0.04 0.000
H -4.71 -2.12 0.75 0.000
H -2.50 -4.43 2.76 0.000
H -1.20 -3.24 2.97 0.000
H -1.48 -3.97 1.39 0.000
H -4.31 -2.90 3.62 0.000
H -4.38 -1.23 3.06 0.000
H -3.00 -1.77 4.03 0.000
H -2.81 -0.50 1.41 0.002
H -1.83 -1.98 -0.29 0.013
H -0.54 -1.99 0.67 -0.004
```


Model ii:
Below is a structure of composition C29H33AsBrMnN5O8S, with properties calculated with wB97M-V/def2-TZVPD.

Summary:
- LUMO level (spin up / spin down): -0.80 / -0.79 eV
- HOMO-LUMO gap (spin up / spin down): 7.78 / 7.14 eV
- ⟨S²⟩: 0.795
- HOMO energy (spin up / spin down): -0.31519 / -0.29154 hartree
- Spin multiplicity: 2

The geometry in XYZ format:
```
79
Properties=species:S:1:pos:R:3:mulliken_spin:R:1
Mn -0.40 -1.13 -0.15 1.003
O -1.28 -4.68 1.77 0.000
As -0.20 -3.44 1.15 -0.009
O -0.54 -3.25 -0.48 -0.004
O -0.57 -1.94 1.80 0.004
C 1.50 -4.17 1.67 0.005
C 1.52 -5.47 2.16 0.001
C 2.72 -6.05 2.54 0.001
C 3.90 -5.34 2.43 0.000
C 3.89 -4.04 1.94 0.000
C 2.69 -3.45 1.56 -0.001
S 2.78 -1.76 0.98 -0.009
O 4.03 -1.65 0.27 0.000
O 2.65 -0.92 2.15 0.001
O 1.63 -1.67 0.04 -0.010
H -2.06 -4.67 1.21 0.000
H 0.59 -6.02 2.23 0.000
H 2.73 -7.07 2.92 0.000
H 4.84 -5.79 2.73 0.000
H 4.80 -3.48 1.83 0.000
C 1.04 1.79 4.03 -0.002
C 0.32 1.92 2.72 0.002
C -0.25 3.10 2.28 0.002
C -0.88 3.13 1.05 0.001
C -0.91 1.98 0.29 0.010
Br -1.67 2.10 -1.43 0.000
N -0.39 0.82 0.69 -0.007
C 0.22 0.81 1.90 0.009
H 1.46 2.75 4.35 0.000
H 1.85 1.06 3.95 0.000
H 0.36 1.44 4.81 0.000
H -0.20 4.00 2.89 0.000
H -1.32 4.04 0.66 0.000
H 0.65 -0.13 2.20 -0.001
O 4.78 -1.85 -5.46 0.000
C 3.61 -1.33 -5.90 -0.001
O 3.53 -0.89 -7.01 0.000
C 2.48 -1.33 -4.92 0.003
C 1.49 -0.37 -5.09 0.001
C 0.44 -0.29 -4.19 -0.001
C 0.40 -1.17 -3.12 0.013
C 1.36 -2.16 -2.95 -0.011
C 2.40 -2.23 -3.86 -0.002
N -0.64 -1.07 -2.15 0.015
C -1.85 -1.17 -2.56 -0.012
C -2.89 -1.09 -1.54 0.009
C -4.25 -1.10 -1.81 -0.003
C -5.13 -0.99 -0.74 -0.003
C -4.61 -0.87 0.54 -0.001
C -3.24 -0.88 0.73 0.005
N -2.40 -0.98 -0.30 -0.023
H 4.73 -2.02 -4.51 0.000
H 1.56 0.31 -5.93 0.000
H -0.31 0.48 -4.29 -0.001
H 1.28 -2.84 -2.11 -0.002
H 3.13 -3.02 -3.74 0.000
H -2.10 -1.32 -3.61 -0.002
H -4.60 -1.20 -2.83 0.000
H -6.19 -0.99 -0.90 0.000
H -5.27 -0.78 1.40 0.000
H -2.78 -0.83 1.71 -0.002
C 5.32 0.60 -2.18 0.000
C 4.11 1.43 -1.75 0.000
C 3.94 2.63 -2.67 0.000
C 4.30 1.89 -0.30 0.000
N 2.95 0.53 -1.91 -0.005
N 1.70 1.05 -1.48 0.021
H 6.23 1.20 -2.12 0.000
H 5.20 0.27 -3.21 0.000
H 5.43 -0.27 -1.53 0.000
H 4.82 3.27 -2.62 0.000
H 3.07 3.23 -2.39 0.000
H 3.81 2.29 -3.70 0.000
H 5.23 2.46 -0.20 0.000
H 4.36 1.03 0.37 0.000
H 3.49 2.55 0.04 0.000
H 3.12 -0.31 -1.37 0.003
H 1.30 1.57 -2.25 -0.001
H 1.80 1.67 -0.68 0.003
```


The energy of each structure relative to the most stable one, in kJ/mol, is as follows: model i 34.4; model ii 0.0.


Model i:
Below is the molecule C4H7NO3, with properties calculated with wB97M-V/def2-TZVPD.

Summary:
- SMILES string: N[C@H](CC=O)C(=O)O
- LUMO level: 0.60 eV
- HOMO-LUMO gap: 10.16 eV
- HOMO energy: -0.35127 hartree
- Spin multiplicity: 1

The geometry in XYZ format:
```
15
Properties=species:S:1:pos:R:3:lowdin_charge:R:1
N 1.06 0.44 -1.01 0.051
C 0.46 -0.17 0.18 -0.311
C -0.96 -0.55 -0.11 -0.149
C -1.01 -1.44 -1.33 -0.275
O -0.58 -2.57 -1.39 0.060
C 0.32 0.70 1.47 -0.446
O -0.19 0.43 2.56 0.079
O 0.77 1.98 1.33 0.088
H 0.91 1.37 -1.31 0.070
H 2.08 0.12 -1.19 0.132
H 1.09 -1.06 0.49 0.182
H -1.45 -1.10 0.78 0.159
H -1.65 0.28 -0.45 0.142
H -1.42 -0.85 -2.15 0.109
H 0.57 2.44 2.14 0.110
```


Model ii:
Below is the molecule C4H7NO3, with properties calculated with wB97M-V/def2-TZVPD.

Summary:
- SMILES string: CON1C[C@H](O)C1=O
- LUMO level: 0.66 eV
- HOMO-LUMO gap: 10.46 eV
- HOMO energy: -0.36041 hartree
- Spin multiplicity: 1

The geometry in XYZ format:
```
15
Properties=species:S:1:pos:R:3:lowdin_charge:R:1
C 2.51 0.13 0.22 -0.130
O 1.51 0.69 -0.70 -0.133
N 0.18 0.10 -0.34 -0.050
C -0.56 -1.09 -0.39 -0.032
C -1.73 -0.13 0.32 -0.286
O -2.95 -0.01 -0.32 -0.022
C -0.74 0.97 0.16 -0.417
O -1.05 2.08 -0.18 0.106
H 2.97 1.16 0.71 0.105
H 3.65 -0.30 -0.31 0.134
H 1.99 -0.77 0.96 0.141
H -0.79 -1.36 -1.33 0.075
H -0.36 -2.13 0.04 0.132
H -1.78 -0.46 1.40 0.161
H -2.85 1.13 -0.25 0.215
```


Model iii:
Below is the molecule C4H7NO3, with properties calculated with wB97M-V/def2-TZVPD.

Summary:
- SMILES string: C=NOC1[C@@H](O)[C@@H]1O
- LUMO level: 0.65 eV
- HOMO-LUMO gap: 9.92 eV
- HOMO energy: -0.34054 hartree
- Spin multiplicity: 1

The geometry in XYZ format:
```
15
Properties=species:S:1:pos:R:3:lowdin_charge:R:1
C 2.84 0.00 0.15 -0.017
N 1.60 0.26 -0.03 -0.025
O 0.59 -0.87 -0.21 -0.104
C -0.43 0.06 -0.51 -0.385
C -1.67 -0.65 -0.28 -0.210
O -1.70 -1.97 0.22 -0.016
C -1.19 0.55 0.62 -0.159
O -1.74 1.90 0.10 -0.155
H 3.63 0.83 0.46 0.125
H 3.02 -1.15 0.30 0.111
H 0.13 0.78 -1.40 0.205
H -2.70 -0.29 -0.61 0.177
H -0.77 -2.37 0.36 0.133
H -0.66 0.54 1.47 0.104
H -0.94 2.37 -0.65 0.213
```


Model iv:
Below is the molecule C4H7NO3, with properties calculated with wB97M-V/def2-TZVPD.

Summary:
- LUMO level: 0.87 eV
- HOMO-LUMO gap: 9.21 eV
- HOMO energy: -0.30654 hartree
- Spin multiplicity: 1

The geometry in XYZ format:
```
15
Properties=species:S:1:pos:R:3:lowdin_charge:R:1
C 1.01 0.19 0.78 -0.587
C -1.77 -0.17 0.00 -0.053
C 0.53 0.56 -0.97 -0.172
N 0.51 -0.42 -1.87 0.086
C -0.52 0.67 -0.03 -0.181
O 0.63 -0.79 1.78 0.040
O 1.64 -1.03 0.71 0.078
O 1.67 1.26 1.28 0.088
H 2.04 1.00 2.14 0.129
H -0.22 -1.13 -1.93 0.097
H 1.33 -0.60 -2.43 0.097
H -0.55 1.61 0.51 0.131
H -2.28 -0.07 0.96 0.081
H -2.46 0.16 -0.79 0.088
H -1.55 -1.22 -0.15 0.079
```


The energy of each structure relative to the most stable one, in kJ/mol, is as follows: model i 0.0; model ii 579.5; model iii 667.8; model iv 555.1.


Model i:
Below is the molecule C4H7NO3, with properties calculated with wB97M-V/def2-TZVPD.

Summary:
- SMILES string: N/C(=C\C(=O)O)CO
- LUMO level: 0.39 eV
- HOMO-LUMO gap: 8.96 eV
- HOMO energy: -0.31488 hartree
- Spin multiplicity: 1

The geometry in XYZ format:
```
15
Properties=species:S:1:pos:R:3:lowdin_charge:R:1
N 0.49 1.31 -0.19 0.139
C 0.32 -0.01 -0.06 -0.266
C -0.89 -0.74 -0.09 0.002
C -2.18 -0.26 0.04 -0.542
O -3.21 -0.93 0.24 0.053
O -2.11 1.10 0.23 0.054
C 1.60 -0.80 -0.27 -0.131
O 2.61 -0.11 0.57 -0.042
H -0.23 2.07 -0.41 0.160
H 1.41 1.58 0.02 0.078
H -0.97 -1.80 -0.11 0.109
H -2.90 1.65 0.21 0.119
H 1.56 -1.86 -0.23 0.110
H 2.00 -0.71 -1.29 0.130
H 2.50 -0.50 1.37 0.029
```


Model ii:
Below is a cluster of 2 separate species, C4H7NO3 in total, with properties calculated with wB97M-V/def2-TZVPD.

Summary:
- LUMO level: -3.79 eV
- HOMO-LUMO gap: 4.36 eV
- HOMO energy: -0.29979 hartree
- Spin multiplicity: 1

The geometry in XYZ format:
```
15
Properties=species:S:1:pos:R:3:lowdin_charge:R:1
C 3.12 -0.20 0.31 -0.541
N 2.35 0.89 0.30 0.038
C 0.12 -0.58 -0.52 -0.070
C -1.28 -0.54 -0.79 0.135
C -2.24 0.26 -0.05 -0.505
O -1.69 0.97 0.96 0.127
O -3.43 0.30 -0.27 0.142
O 2.81 -1.30 -0.14 -0.098
H 4.09 -0.12 0.83 0.107
H 2.84 1.73 0.58 0.022
H 0.69 0.33 -0.93 0.163
H 0.32 -0.50 0.54 0.102
H 0.57 -1.50 -0.90 0.098
H -1.68 -1.07 -1.65 0.140
H -2.42 1.49 1.33 0.139
```


The energy of each structure relative to the most stable one, in kJ/mol, is as follows: model i 0.0; model ii 344.6.